{"formula": "C33H60Be2Br3ClF4Na2O8S", "method": "the ωB97M-V functional and the def2-TZVPD basis", "total_charge": 2, "lumo_energy_ev": -9.66, "total_energy_ev": -305526.371, "e_homo_ev": -11.13, "molar_mass_g_mol": 1032.1, "symbols": ["C", "C", "C", "C", "C", "C", "C", "O", "C", "C", "C", "C", "C", "C", "C", "C", "C", "F", "Br", "C", "F", "F", "Br", "C", "C", "O", "Br", "O", "C", "S", "C", "C", "O", "C", "O", "C", "C", "H", "H", "H", "H", "H", "H", "H", "H", "H", "H", "H", "H", "H", "H", "H", "H", "H", "H", "H", "H", "H", "H", "H", "H", "H", "H", "H", "H", "H", "H", "H", "H", "H", "H", "H", "H", "H", "H", "Na", "O", "H", "Be", "Cl", "F", "O", "H", "C", "C", "C", "C", "C", "C", "H", "H", "H", "H", "H", "H", "H", "H", "H", "H", "H", "H", "H", "H", "Na", "Be", "C", "C", "O", "H", "H", "H", "H", "H", "H"], "positions_angstrom": [[-2.4101, 4.3475, 6.1425], [-2.1325, 3.3332, 5.5966], [-1.6109, 2.0400, 4.9682], [-2.6356, 1.4405, 3.9194], [-2.0667, 0.0116, 3.4955], [-1.2681, 0.2433, 2.1567], [-2.4372, 0.3398, 1.0534], [-2.0478, 0.0489, -0.2717], [-1.3329, 1.0881, -0.8825], [-1.4612, 0.7680, -2.4527], [-0.5469, 1.6084, -3.3927], [0.5349, 0.7281, -4.1585], [1.0336, 1.5723, -5.4185], [1.9374, 2.7577, -4.8322], [-1.9185, 2.5347, -0.6865], [-1.1870, 3.4148, 0.4072], [-2.1440, 4.3840, 1.1982], [-3.3618, 3.8223, 1.5582], [-1.1983, 4.7540, 2.9318], [-2.3247, 5.8038, 0.5064], [-1.0931, 6.3767, 0.4677], [-2.9066, 5.7207, -0.7103], [-3.3800, 6.9479, 1.7607], [0.2421, 1.0304, -0.6204], [0.8326, -0.3005, -1.0699], [0.2044, -1.3493, -1.2406], [2.7832, -0.4331, -1.3908], [-0.4456, -0.8440, 1.7445], [0.7908, -1.0204, 2.4163], [1.3120, 0.2301, 3.6558], [0.8365, -2.4568, 3.1196], [2.2863, -3.0708, 2.8418], [3.3570, -2.3035, 3.4517], [4.2479, -1.7887, 2.5420], [4.7279, -2.3823, 1.6217], [4.7439, -0.3004, 2.7454], [4.1203, 0.7068, 1.7289], [-2.5595, 5.3318, 6.6355], [-0.6139, 2.2710, 4.5051], [-1.3910, 1.3104, 5.7981], [-3.6257, 1.3837, 4.4265], [-2.6244, 2.1517, 3.0489], [-2.8635, -0.7812, 3.4084], [-1.3901, -0.3081, 4.3310], [-0.7892, 1.2600, 2.1262], [-3.1543, -0.4750, 1.3562], [-3.0008, 1.2881, 1.2164], [-1.3879, -0.3276, -2.6626], [-2.5722, 1.0694, -2.7057], [-0.0942, 2.5212, -2.9251], [-1.2074, 2.0116, -4.2127], [1.4557, 0.5493, -3.5474], [0.1031, -0.2794, -4.4695], [0.1886, 1.9396, -6.0423], [1.7105, 0.9290, -6.0444], [2.9892, 2.7141, -5.1963], [1.9728, 2.6520, -3.7125], [1.4345, 3.7311, -5.0328], [-1.9528, 3.1480, -1.6261], [-3.0000, 2.4218, -0.3924], [-0.5997, 2.8493, 1.1610], [-0.4562, 4.0720, -0.1377], [0.5034, 1.1243, 0.4942], [0.7818, 1.9000, -1.0790], [1.6037, -1.0748, 1.6274], [1.9269, -0.5147, 4.6347], [0.7657, -2.3766, 4.2338], [0.0816, -3.1600, 2.6979], [2.3754, -3.1670, 1.7316], [2.2907, -4.0725, 3.3440], [5.8872, -0.3392, 2.5062], [4.6410, 0.0415, 3.8083], [4.6497, 0.6932, 0.7193], [4.2070, 1.7565, 2.1161], [3.0427, 0.5308, 1.5013], [7.2426, -0.6698, 3.8610], [1.6612, 2.7225, 0.8468], [2.5108, 2.5163, 0.4519], [0.5634, -1.8926, -2.8964], [-3.6208, 0.3685, -3.9540], [0.3766, 8.1289, 0.1550], [-3.7387, -2.8366, 2.6441], [-2.9812, -2.5691, 2.1134], [-1.0062, -6.3811, -9.1026], [-0.0166, -6.5087, -7.9503], [-0.6678, -6.3691, -6.5738], [-1.3269, -5.0154, -6.2967], [-0.4046, -3.8039, -6.4238], [0.7517, -3.8196, -5.4317], [-1.4720, -5.3937, -9.1288], [-0.4958, -6.5297, -10.0558], [-1.7950, -7.1324, -9.0233], [0.7848, -5.7724, -8.0715], [0.4595, -7.4912, -8.0080], [0.0867, -6.5716, -5.8057], [-1.4262, -7.1497, -6.4594], [-1.7476, -5.0373, -5.2848], [-2.1769, -4.8794, -6.9703], [-0.9975, -2.8989, -6.2536], [-0.0106, -3.7245, -7.4401], [0.3744, -3.8607, -4.3890], [1.3541, -2.9087, -5.5399], [1.4149, -4.6717, -5.5899], [-3.1272, 6.0375, 4.5117], [6.7065, 0.4980, 1.0546], [0.6590, 1.0834, 9.2467], [-0.5889, 1.3682, 8.4345], [-0.8206, 0.3211, 7.4903], [1.5280, 0.9869, 8.5919], [0.8475, 1.8818, 9.9663], [0.5605, 0.1395, 9.7887], [-0.4783, 2.3004, 7.8782], [-1.4643, 1.4557, 9.0844], [-0.9279, -0.4998, 7.9859]], "forces_ev_per_angstrom": [[-0.68, 3.20, 1.70], [1.42, -3.20, -1.39], [-0.45, 0.75, 0.47], [1.22, -0.22, 0.67], [0.44, 0.99, 0.44], [-2.60, 0.26, -0.69], [-0.41, -1.61, 2.15], [0.27, 1.33, 0.48], [0.30, 0.01, -2.56], [0.45, 1.07, 0.81], [-0.45, -0.88, -1.25], [0.01, 1.56, 0.11], [1.43, -0.65, 0.58], [-0.86, -0.42, 0.38], [-0.55, 0.63, 0.95], [-0.41, 0.59, -0.53], [0.59, -0.18, 0.01], [0.99, 0.57, -0.77], [0.11, -0.28, -0.91], [1.02, -0.13, 1.11], [-1.98, -1.02, -0.77], [0.72, 0.14, 1.34], [-0.39, 0.14, -1.01], [-0.02, -1.00, -0.21], [-0.03, 2.05, 1.03], [0.51, -0.97, -2.66], [-1.10, -0.06, -0.03], [0.54, 0.95, 0.71], [0.81, -2.39, 0.65], [0.14, 0.65, 0.23], [2.00, 0.59, 0.00], [-2.06, -1.41, 0.34], [0.21, 1.16, -1.58], [0.48, 1.30, 0.71], [-0.42, -0.48, -0.37], [-0.31, -0.72, 0.68], [0.11, 0.31, 0.14], [0.16, -1.62, -0.23], [-0.98, -0.14, 0.25], [-0.48, 0.73, -0.78], [0.60, 0.02, -0.71], [-0.52, -0.78, 0.89], [0.67, 0.74, -0.22], [-0.49, 0.11, -0.87], [0.34, -1.17, 0.52], [0.60, 0.72, -0.68], [0.59, -0.60, -0.52], [-0.05, 0.75, 0.31], [0.68, -0.33, 0.22], [-0.26, -1.02, -0.18], [0.57, -0.38, 0.79], [-0.67, 0.11, -0.36], [-0.11, 0.30, 0.02], [0.55, -0.38, 0.59], [-0.86, 0.53, 0.40], [-0.95, 0.23, 0.06], [0.13, 0.21, -0.98], [0.75, -0.59, 0.02], [0.26, -0.92, 0.65], [1.03, -0.09, -0.44], [-0.43, 0.37, -0.79], [-0.44, -0.58, 0.89], [0.40, 0.37, -0.77], [-0.38, -0.90, 0.54], [-0.87, 0.32, 0.45], [-0.70, -0.05, -0.88], [-0.52, -0.05, -1.00], [0.51, 0.62, 0.31], [0.54, -0.01, 0.99], [0.23, 0.76, -0.75], [-1.92, -0.03, 0.06], [-0.25, -0.13, -0.88], [-0.35, -0.18, 0.92], [-0.15, -0.95, -0.34], [0.89, 0.12, 0.42], [0.56, -0.07, 0.27], [-0.41, -0.51, 0.18], [0.37, 0.10, -0.06], [-0.48, 0.90, 1.55], [-0.38, -0.15, -0.34], [0.17, 0.12, 0.00], [-0.09, 0.22, 0.20], [0.32, -0.07, -0.29], [0.12, 0.04, -0.06], [-0.13, -0.07, -0.01], [0.15, -0.01, 0.05], [-0.06, -0.11, -0.04], [-0.41, 0.10, 0.27], [0.26, 0.53, -0.41], [-0.04, -0.04, -0.03], [-0.09, 0.01, 0.02], [0.00, 0.06, 0.00], [0.02, -0.02, 0.02], [0.04, 0.07, 0.05], [-0.04, -0.03, 0.02], [0.03, 0.05, 0.00], [-0.02, 0.03, -0.02], [0.05, 0.03, 0.03], [-0.01, -0.01, -0.12], [0.11, -0.01, 0.08], [-0.18, -0.19, 0.36], [0.13, -0.02, -0.07], [0.04, 0.02, 0.35], [-0.15, 0.05, -0.41], [0.92, 0.27, -0.56], [0.08, 0.03, -0.01], [0.10, -0.29, 0.31], [0.03, -0.07, -0.10], [-0.04, 0.09, 0.00], [0.01, -0.07, 0.01], [-0.05, 0.09, 0.08], [-0.08, -0.11, -0.12], [0.04, 0.16, 0.02], [-0.04, 0.08, -0.09]]}